Entry 1:
{
  "formula": "C37H32AsInN5O9S",
  "method": "wB97M-V/def2-TZVPD",
  "symbols": ["In", "C", "C", "N", "C", "S", "N", "N", "C", "C", "C", "C", "C", "C", "C", "N", "H", "H", "H", "H", "H", "H", "H", "H", "H", "H", "H", "H", "H", "O", "C", "O", "C", "O", "O", "O", "As", "C", "C", "C", "C", "C", "C", "C", "C", "C", "C", "C", "C", "C", "C", "C", "C", "C", "C", "H", "H", "H", "H", "H", "H", "H", "H", "H", "H", "H", "H", "H", "H", "H", "O", "C", "O", "C", "C", "C", "C", "C", "C", "N", "O", "O", "H", "H", "H", "H"],
  "coordinates": [[0.966, -1.512, -1.616], [-3.850, -5.152, -0.938], [-2.436, -5.116, -0.291], [-1.278, -5.246, -1.125], [-0.774, -4.116, -1.678], [0.966, -4.091, -2.031], [-1.648, -3.159, -1.927], [-1.072, -2.054, -2.454], [-1.694, -1.276, -3.233], [-3.191, -1.433, -3.466], [-0.900, -0.165, -3.879], [-1.551, 0.798, -4.649], [-0.927, 1.932, -5.069], [0.353, 2.188, -4.640], [1.000, 1.187, -3.856], [0.357, 0.072, -3.521], [-4.660, -4.920, -0.231], [-4.116, -6.147, -1.348], [-3.727, -4.354, -1.699], [-2.306, -5.840, 0.508], [-2.373, -4.144, 0.114], [-0.765, -6.026, -0.820], [-3.540, -0.491, -3.012], [-3.458, -2.273, -2.832], [-3.445, -1.525, -4.553], [-2.610, 0.768, -4.755], [-1.484, 2.648, -5.637], [0.940, 3.069, -4.865], [2.037, 1.358, -3.453], [4.832, -0.723, -2.859], [3.705, -0.843, -2.428], [2.814, -1.730, -2.749], [3.410, 0.095, -1.190], [4.252, 0.762, -0.738], [2.126, 0.154, -0.933], [-0.475, 0.181, -0.730], [0.090, 1.498, 0.139], [1.084, 1.312, 1.792], [0.268, 0.893, 2.864], [0.725, 0.640, 4.114], [2.128, 0.796, 4.307], [2.965, 1.087, 3.200], [2.436, 1.287, 1.946], [0.934, 2.899, -0.991], [-0.049, 3.616, -1.646], [0.314, 4.756, -2.306], [1.633, 5.236, -2.323], [2.584, 4.406, -1.787], [2.284, 3.221, -1.144], [-1.486, 2.481, 0.678], [-1.265, 3.710, 1.230], [-2.280, 4.527, 1.614], [-3.547, 4.068, 1.454], [-3.818, 2.799, 0.870], [-2.794, 1.945, 0.528], [-0.832, 0.673, 2.709], [0.029, 0.308, 4.846], [2.639, 0.647, 5.250], [3.994, 1.017, 3.371], [3.096, 1.421, 1.140], [-1.118, 3.450, -1.676], [-0.371, 5.445, -2.736], [1.915, 6.261, -2.600], [3.612, 4.755, -1.610], [3.124, 2.643, -0.824], [-0.213, 4.043, 1.372], [-2.205, 5.572, 2.056], [-4.388, 4.650, 1.831], [-4.835, 2.478, 0.680], [-3.000, 0.975, 0.174], [-1.050, -2.607, 0.980], [0.131, -2.425, 1.240], [1.117, -2.181, 0.452], [0.628, -2.412, 2.782], [-0.358, -2.568, 3.782], [0.082, -2.665, 5.113], [1.395, -2.544, 5.405], [2.356, -2.272, 4.416], [1.968, -2.407, 3.073], [3.700, -2.026, 4.827], [3.925, -1.589, 5.948], [4.607, -2.277, 4.019], [-1.442, -2.641, 3.490], [-0.644, -2.825, 5.879], [1.841, -2.629, 6.394], [2.616, -2.322, 2.259]],
  "forces_ev_per_a": [[0.22, -0.07, -0.11], [0.83, -0.43, -0.46], [-1.68, -0.28, 0.42], [-1.53, 0.41, -0.36], [1.67, -0.38, -0.40], [-1.21, -0.06, -0.01], [-0.03, -0.13, -0.17], [1.00, -0.22, 0.28], [-0.13, 0.05, -1.02], [1.33, 0.83, -0.23], [-0.98, 1.28, 0.56], [-0.68, -1.00, 0.62], [0.67, 0.81, 0.11], [1.71, -1.20, 0.58], [-0.35, 0.69, -0.41], [0.92, -0.75, 0.73], [0.49, 0.25, -0.02], [0.30, 0.59, -0.22], [-0.81, -0.70, 0.13], [-0.28, -0.16, 0.22], [0.03, 1.00, 0.95], [1.62, -0.25, -0.40], [-0.67, -0.33, -0.44], [-0.46, -0.07, -0.37], [-0.01, 0.05, 1.10], [-0.63, -0.48, -0.47], [-0.15, 0.39, -0.26], [-0.31, 0.13, -0.12], [-1.25, -0.43, -0.48], [0.12, -0.14, -0.99], [0.75, -0.86, 1.17], [-0.01, 0.98, 0.24], [-3.80, -2.28, -3.07], [2.97, 2.51, 2.22], [0.38, 0.25, 0.66], [-0.06, 0.22, 0.52], [1.11, -0.20, -1.22], [-1.93, -1.25, 0.19], [-2.13, 0.04, -1.36], [2.54, 0.52, 0.30], [-0.21, 0.20, -0.98], [-2.15, -0.73, 1.72], [0.33, 0.46, 0.32], [-0.50, -1.64, 0.61], [-0.02, 0.97, -0.58], [1.44, 1.90, -0.61], [-0.42, -0.22, 0.42], [1.55, 0.68, 0.82], [-1.14, 0.08, -0.18], [-0.55, -1.73, -0.04], [2.49, 0.53, 0.12], [-0.83, 2.29, 1.13], [-2.07, -1.22, -0.47], [-0.12, 0.70, 0.51], [1.24, 2.15, 0.44], [1.26, 0.57, -0.12], [-0.09, -0.17, 0.70], [-0.34, -0.13, 0.20], [1.51, 0.19, 0.00], [0.67, 0.18, -1.07], [0.10, -0.69, 0.50], [-1.08, 0.05, -0.35], [-0.39, -0.59, -0.28], [-0.30, -0.13, -0.71], [-0.01, -0.55, 0.65], [-0.77, -0.20, -0.20], [0.53, -1.59, -0.56], [0.14, -0.01, -0.34], [-0.11, 0.11, 0.30], [0.14, -1.02, -0.57], [0.43, 0.11, 0.38], [1.29, 0.55, 1.14], [-0.72, 0.11, 0.33], [-2.53, -1.20, -1.29], [0.30, 0.11, -0.32], [-1.53, -0.12, -1.29], [2.68, 0.79, 0.61], [-2.22, -1.36, -0.66], [0.05, 1.22, 1.51], [2.43, -0.44, -0.72], [-0.50, -0.07, -0.20], [-1.21, 0.35, 0.70], [1.35, 0.12, 0.30], [-0.27, -0.18, 0.53], [-0.63, 0.14, 0.13], [1.20, 0.13, -0.97]],
  "spin_multiplicity": 1,
  "total_energy_ha": -5204.2198,
  "lumo_energy_ha": 0.057,
  "total_charge": -1,
  "gap_ev": 6.8029
}



Entry 2:
{
  "formula": "C28H70O14",
  "method": "wB97M-V/def2-TZVPD",
  "symbols": ["C", "O", "C", "C", "O", "C", "H", "H", "H", "H", "H", "H", "H", "H", "H", "H", "C", "O", "C", "C", "O", "C", "H", "H", "H", "H", "H", "H", "H", "H", "H", "H", "C", "O", "C", "C", "O", "C", "H", "H", "H", "H", "H", "H", "H", "H", "H", "H", "C", "O", "C", "C", "O", "C", "H", "H", "H", "H", "H", "H", "H", "H", "H", "H", "C", "O", "C", "C", "O", "C", "H", "H", "H", "H", "H", "H", "H", "H", "H", "H", "C", "O", "C", "C", "O", "C", "H", "H", "H", "H", "H", "H", "H", "H", "H", "H", "C", "O", "C", "C", "O", "C", "H", "H", "H", "H", "H", "H", "H", "H", "H", "H"],
  "coordinates": [[-6.445, 3.523, -8.405], [-7.613, 4.312, -8.402], [-7.582, 5.506, -9.201], [-8.933, 6.318, -9.148], [-9.957, 5.595, -9.743], [-11.207, 6.250, -9.742], [-6.625, 2.532, -7.988], [-5.534, 4.009, -8.056], [-6.145, 3.477, -9.452], [-7.361, 5.155, -10.209], [-6.754, 6.166, -8.945], [-8.778, 7.364, -9.415], [-9.139, 6.336, -8.077], [-11.477, 6.189, -8.688], [-12.012, 5.790, -10.315], [-11.058, 7.289, -10.034], [-4.343, -5.165, -3.274], [-4.837, -6.343, -2.634], [-6.287, -6.371, -2.892], [-6.885, -7.729, -2.534], [-6.828, -8.122, -1.154], [-7.239, -9.479, -0.873], [-3.300, -5.038, -2.986], [-4.830, -4.217, -3.046], [-4.344, -5.277, -4.358], [-6.564, -6.137, -3.920], [-6.649, -5.588, -2.226], [-6.356, -8.552, -3.016], [-7.928, -7.751, -2.849], [-8.304, -9.639, -1.040], [-6.898, -9.590, 0.156], [-6.539, -10.115, -1.414], [-2.492, -1.682, -4.509], [-3.243, -0.502, -4.365], [-4.481, -0.345, -5.045], [-4.282, 0.433, -6.398], [-3.554, -0.286, -7.269], [-4.023, -1.510, -7.680], [-1.507, -1.528, -4.068], [-2.483, -1.954, -5.565], [-2.957, -2.457, -3.899], [-5.211, 0.299, -4.554], [-4.985, -1.296, -5.216], [-3.833, 1.421, -6.294], [-5.205, 0.662, -6.930], [-4.247, -2.174, -6.846], [-3.242, -1.900, -8.333], [-4.869, -1.454, -8.364], [-3.272, -4.580, -7.769], [-2.566, -5.809, -7.562], [-1.590, -6.200, -8.578], [-0.885, -7.556, -8.333], [0.103, -7.940, -9.358], [1.424, -8.039, -8.968], [-4.327, -4.853, -7.760], [-2.990, -4.003, -8.650], [-3.018, -3.882, -6.971], [-0.832, -5.419, -8.521], [-2.036, -6.128, -9.570], [-1.613, -8.362, -8.235], [-0.342, -7.573, -7.389], [1.899, -7.263, -8.368], [2.071, -8.262, -9.817], [1.377, -8.971, -8.404], [-6.485, 2.436, -2.410], [-7.213, 2.827, -3.509], [-7.414, 1.929, -4.499], [-8.587, 2.429, -5.294], [-8.722, 1.409, -6.360], [-9.843, 1.511, -7.223], [-5.562, 1.947, -2.721], [-7.011, 1.548, -2.060], [-6.209, 3.036, -1.542], [-7.654, 0.943, -4.102], [-6.529, 1.967, -5.135], [-8.228, 3.348, -5.758], [-9.562, 2.428, -4.807], [-9.749, 0.866, -8.096], [-9.884, 2.550, -7.550], [-10.694, 1.251, -6.594], [4.881, -3.652, 2.385], [4.797, -3.247, 1.031], [3.477, -2.814, 0.761], [3.240, -3.222, -0.667], [2.234, -2.343, -1.158], [2.060, -2.561, -2.575], [5.897, -4.044, 2.418], [4.196, -4.483, 2.557], [4.614, -2.936, 3.163], [3.547, -1.737, 0.912], [2.561, -3.243, 1.168], [3.055, -4.297, -0.659], [4.166, -3.132, -1.234], [2.133, -3.618, -2.831], [2.823, -2.080, -3.186], [1.066, -2.150, -2.752], [0.296, -4.126, -6.050], [1.618, -4.312, -5.513], [2.350, -5.438, -5.947], [3.830, -5.439, -5.347], [4.246, -6.839, -5.258], [5.478, -7.008, -4.622], [-0.236, -5.078, -6.054], [0.211, -3.766, -7.075], [-0.199, -3.455, -5.349], [2.386, -5.536, -7.032], [1.841, -6.351, -5.638], [3.951, -4.955, -4.378], [4.524, -4.941, -6.025], [5.381, -6.699, -3.581], [6.359, -6.548, -5.070], [5.747, -8.059, -4.516]],
  "forces_ev_per_a": [[0.23, 1.08, -1.91], [-0.68, 0.57, 1.27], [-0.48, -0.27, -0.77], [1.43, -1.80, 1.81], [0.26, -0.64, -2.07], [0.47, 0.43, 1.47], [-0.19, 0.25, 0.11], [-0.13, 0.26, 1.20], [-0.06, -0.96, -0.53], [-0.21, 0.21, -0.46], [0.05, 0.11, 0.49], [-0.13, -0.02, -0.80], [-0.14, 0.33, 0.52], [-0.79, 0.57, 0.17], [0.66, -0.35, -0.30], [-0.33, 0.14, -0.11], [1.03, -0.75, 0.08], [-1.31, 1.08, -1.38], [0.97, -0.74, 1.98], [0.16, -1.18, 0.82], [-0.33, 1.08, -0.01], [1.75, 1.47, -0.01], [0.08, -0.17, 0.15], [-0.63, -0.07, 0.45], [-0.16, -0.12, -0.29], [0.33, -0.05, -0.21], [-0.63, 0.02, -0.08], [0.13, 0.23, -0.88], [-0.19, 0.13, -0.28], [0.13, -0.22, -0.02], [-0.75, -0.17, 0.18], [-0.56, -0.53, -0.52], [-0.08, -0.18, 0.13], [-2.16, 1.62, -0.44], [0.73, -0.82, 1.03], [0.09, 1.10, -1.33], [1.79, 0.62, 0.31], [-0.15, -1.32, -1.74], [-0.05, 0.31, -0.38], [0.33, -0.22, 0.01], [-0.33, -0.35, -0.17], [0.56, 0.33, 0.72], [0.29, -0.15, -0.20], [0.47, -0.27, 0.60], [-1.22, -0.42, 0.90], [-0.02, -0.05, -0.20], [0.11, -0.26, 0.47], [-0.56, 0.37, 0.33], [0.80, -0.98, 0.15], [0.40, -0.63, -0.46], [0.43, 1.18, 0.20], [0.84, -0.68, 0.05], [-3.04, 2.33, -0.61], [0.62, -1.93, 0.93], [-0.11, 0.48, -0.09], [-0.02, -0.58, -0.57], [-0.12, -0.24, 0.54], [0.39, 0.03, -0.32], [-0.12, -0.37, -0.07], [-0.12, -0.02, -0.37], [-0.12, 0.43, 0.27], [-0.47, 0.42, -0.02], [-0.33, 0.32, -0.27], [1.11, -0.11, 0.65], [0.56, -3.38, 0.23], [-0.29, 3.69, 1.39], [-0.65, -0.45, 0.06], [-0.12, -1.82, -2.75], [1.52, -0.03, 0.49], [0.18, 1.04, 1.06], [0.82, 0.28, -0.34], [-0.24, -0.14, 0.96], [-0.80, 1.03, -0.74], [0.28, -0.47, -0.04], [0.26, -0.67, -0.52], [-0.85, 0.46, 0.07], [0.34, 0.62, 0.53], [0.19, -0.13, 0.32], [-0.47, 0.04, -0.31], [-0.57, 0.01, -0.52], [0.69, -1.31, -0.46], [-1.33, -0.59, 1.46], [0.63, 0.82, -1.78], [0.81, 1.43, -0.18], [0.37, -1.38, -1.28], [-0.28, 0.16, 1.03], [0.00, 0.20, 0.88], [-0.06, -0.31, -0.03], [0.42, 0.65, -0.29], [-0.86, 0.16, -0.22], [0.61, -0.24, 1.72], [-0.87, -0.15, -0.33], [0.15, 0.39, -0.24], [-0.43, -0.14, 0.10], [0.06, 0.42, 0.15], [0.08, -0.14, -0.57], [0.68, -1.05, 0.72], [-0.26, 0.86, -0.41], [0.90, -0.49, 0.57], [-0.52, -1.35, -0.83], [-0.76, 1.05, -0.65], [0.36, -0.44, 1.16], [-0.19, -0.21, 0.20], [0.60, 0.38, -0.12], [-0.01, 0.09, -0.16], [0.23, 0.47, -0.25], [0.05, -0.22, 0.44], [-0.54, 0.00, 0.21], [-0.07, 0.19, -0.17], [0.22, 0.50, 0.20], [-0.23, 0.50, -0.35], [-0.48, -0.23, -0.50]],
  "s2": 0.7557,
  "spin_multiplicity": 2,
  "total_energy_ha": -2161.3656,
  "lumo_energy_ha": [-0.090, -0.317],
  "total_charge": 1,
  "gap_ev": [8.7222, 2.5403]
}



Entry 3:
{
  "formula": "C4H8N4",
  "method": "wB97M-V/def2-TZVPD",
  "symbols": ["C", "C", "N", "N", "C", "C", "N", "N", "H", "H", "H", "H", "H", "H", "H", "H"],
  "coordinates": [[0.615, 1.622, -0.193], [-0.665, 1.498, 0.178], [-1.528, 0.457, -0.099], [-1.190, -0.562, -0.982], [-0.399, -1.458, -0.125], [0.966, -0.993, 0.531], [1.800, -0.318, -0.347], [1.695, 0.875, -0.868], [1.238, 2.488, 0.411], [-1.089, 2.115, 1.170], [-2.543, 0.792, -0.149], [-0.441, -0.227, -1.698], [-1.003, -1.829, 0.557], [0.266, -2.136, -0.792], [1.564, -1.940, 0.874], [0.713, -0.383, 1.533]],
  "forces_ev_per_a": [[2.72, 3.37, 2.04], [-0.35, 0.32, 3.01], [-3.19, 2.19, -0.03], [3.24, 0.07, -0.55], [5.69, 0.16, -5.09], [-1.45, 0.73, 4.47], [2.34, 2.73, -3.69], [-2.46, -3.63, 3.05], [-1.91, -1.86, -1.74], [1.28, -1.16, -3.21], [2.04, -0.98, -0.21], [-2.01, -0.15, 1.05], [-2.52, -2.43, 3.10], [-2.73, -0.16, 0.40], [-1.38, 1.65, -0.63], [0.69, -0.85, -1.97]],
  "spin_multiplicity": 1,
  "total_energy_ha": -376.0205,
  "lumo_energy_ha": 0.008,
  "total_charge": 0,
  "smiles": "C1=C\\NNCC\\N=N/1",
  "gap_ev": 8.8534
}



Entry 4:
{
  "formula": "C18H18N4O2RuSe3Te",
  "method": "wB97M-V/def2-TZVPD",
  "symbols": ["Ru", "Se", "Se", "Te", "Se", "C", "O", "C", "C", "C", "C", "C", "C", "N", "C", "C", "C", "C", "C", "C", "C", "O", "H", "H", "H", "H", "H", "H", "H", "H", "H", "H", "H", "H", "H", "N", "C", "C", "N", "C", "C", "N", "H", "H", "H", "H", "H"],
  "coordinates": [[-0.090, -1.253, -1.742], [-2.128, -2.753, -1.471], [-0.684, -3.064, -3.220], [1.403, -3.378, -1.661], [2.080, -1.211, -2.724], [2.295, 1.773, 2.037], [1.767, 0.448, 2.175], [2.398, -0.560, 1.563], [3.528, -0.426, 0.755], [4.149, -1.544, 0.225], [3.661, -2.823, 0.488], [2.531, -2.960, 1.285], [1.888, -1.843, 1.793], [0.789, -2.054, 2.677], [-0.320, -1.405, 2.904], [-0.959, -0.313, 2.251], [-1.844, 0.421, 3.070], [-2.432, 1.577, 2.622], [-2.158, 2.016, 1.329], [-1.347, 1.283, 0.481], [-0.762, 0.092, 0.906], [-0.020, -0.689, 0.119], [1.650, 2.408, 2.635], [2.264, 2.091, 0.994], [3.315, 1.822, 2.418], [3.942, 0.554, 0.568], [5.041, -1.418, -0.373], [4.186, -3.700, 0.133], [2.151, -3.947, 1.530], [0.948, -2.829, 3.312], [-0.835, -1.769, 3.789], [-2.025, 0.082, 4.083], [-3.085, 2.144, 3.270], [-2.594, 2.941, 0.975], [-1.139, 1.642, -0.512], [-4.422, 1.685, -3.365], [-3.084, 1.606, -3.268], [-2.448, 0.474, -2.711], [-1.130, 0.412, -2.634], [-0.403, 1.444, -3.096], [-1.049, 2.554, -3.614], [-2.365, 2.645, -3.695], [-5.020, 0.912, -3.138], [-4.824, 2.493, -3.810], [-3.021, -0.363, -2.335], [0.672, 1.383, -3.048], [-0.473, 3.399, -3.971]],
  "forces_ev_per_a": [[-0.22, 0.87, 0.51], [0.17, 0.05, -0.08], [-0.02, -0.28, -0.17], [0.20, -0.21, -0.10], [-0.22, -0.20, -0.15], [0.01, -0.01, 0.00], [0.07, 0.00, -0.02], [-0.02, 0.05, 0.04], [0.04, 0.03, -0.02], [-0.04, -0.10, 0.03], [0.05, 0.09, 0.03], [0.00, -0.06, 0.00], [-0.03, 0.03, 0.04], [0.10, -0.09, -0.03], [-0.11, 0.04, -0.01], [-0.06, -0.01, -0.02], [0.06, -0.07, 0.01], [-0.05, 0.06, 0.04], [0.00, 0.01, 0.00], [0.06, -0.06, 0.02], [-0.02, -0.10, -0.01], [-0.13, 0.09, -0.12], [0.00, 0.00, 0.00], [0.00, 0.00, -0.01], [0.00, 0.00, 0.00], [0.00, 0.00, 0.00], [0.00, 0.00, 0.00], [0.02, 0.01, 0.00], [0.02, 0.00, 0.03], [-0.01, 0.01, 0.00], [0.01, 0.00, 0.00], [0.00, -0.01, 0.00], [0.00, 0.00, -0.01], [0.01, 0.00, -0.01], [-0.01, 0.03, -0.14], [-0.01, -0.02, 0.03], [0.02, 0.02, -0.02], [-0.07, -0.01, -0.03], [0.20, -0.21, 0.20], [-0.04, 0.06, -0.03], [0.03, -0.04, 0.03], [-0.02, 0.05, -0.03], [0.00, 0.00, -0.01], [0.01, 0.00, -0.01], [0.03, 0.01, 0.00], [0.01, -0.01, 0.04], [-0.01, 0.00, -0.01]],
  "spin_multiplicity": 1,
  "total_energy_ha": -8632.9014,
  "lumo_energy_ha": [-0.303, -0.296],
  "total_charge": 2,
  "gap_ev": [5.8582, 6.0620]
}